This record from OMol25 describes a 2-piece molecular cluster, C15H18 overall at a distorted geometry. The level of theory is ωB97M-V with the def2-TZVPD basis set.

The geometry in ORCA input format:
```
! RIJCOSX wB97M-V def2-TZVPD def2/J DEFGRID3
* xyz 0 1
C 2.25 3.60 1.61
C 3.23 1.81 0.20
C 2.18 2.70 0.39
C 3.21 0.97 -0.92
C 2.15 0.99 -1.79
C 1.10 2.72 -0.49
C 1.14 1.93 -1.63
H 4.07 1.81 0.87
H 4.08 0.35 -1.11
H 2.53 3.02 2.48
H 1.27 4.05 1.80
H 2.14 0.31 -2.63
H 0.28 3.39 -0.27
H 0.34 1.99 -2.35
H 2.87 4.47 1.36
C -0.13 -1.63 0.39
C 0.30 -2.44 1.61
C -1.62 -1.67 0.06
C -2.11 -0.69 -0.77
C -2.46 -2.71 0.47
C -3.42 -0.77 -1.27
C -3.76 -2.79 0.01
C -4.20 -1.86 -0.93
H 0.16 -0.59 0.35
H 0.36 -2.19 -0.41
H 1.39 -2.54 1.68
H -1.47 0.06 -1.21
H -2.04 -3.56 0.99
H -3.92 0.12 -1.64
H -4.50 -3.56 0.23
H -5.23 -1.88 -1.28
H -0.20 -3.40 1.61
H 0.02 -2.01 2.57
*
```

Properties
Energy relative to the best compared isomer or geometry (same formula, charge and spin): 10.48 kcal/mol
F_max: 1.6 eV Å⁻¹
Calculated total energy: -582.34907 hartree
SMILES: CCc1ccccc1.Cc1ccccc1
Frontier orbital gap: 9.84 eV
HOMO energy: -8.94 eV


This record from OMol25 describes C2H4N4S in the gas phase at a distorted geometry. The level of theory is ωB97M-V with the def2-TZVPD basis set.

The geometry in ORCA input format:
```
! RIJCOSX wB97M-V def2-TZVPD def2/J DEFGRID3
* xyz 0 1
C 0.33 0.35 -0.27
C 1.43 -0.42 -0.08
H 0.77 2.31 0.08
H -0.91 1.79 0.10
H 2.40 -0.07 0.29
H -2.23 -0.77 1.17
N 0.07 1.70 -0.29
N 1.16 -1.80 -0.07
N -0.05 -1.89 -0.35
N -0.65 -0.66 -0.42
S -2.31 -0.56 -0.16
*
```

Properties
Energy relative to the best compared isomer or geometry (same formula, charge and spin): 48.76 kcal/mol
F_max: 3.0 eV Å⁻¹
Calculated total energy: -695.75423 hartree
SMILES: Nc1cnnn1S
Frontier orbital gap: 9.44 eV
HOMO energy: -8.92 eV


This record from OMol25 describes a 2-piece molecular cluster, C3H10NO3 overall at a distorted geometry. The level of theory is ωB97M-V with the def2-TZVPD basis set.

The geometry in ORCA input format:
```
! RIJCOSX wB97M-V def2-TZVPD def2/J DEFGRID3
* xyz 1 1
O 1.36 0.13 -0.39
C 0.16 0.11 -0.54
O -0.45 -0.57 -1.60
C -0.85 0.77 0.32
C -1.26 -0.10 1.47
N -0.10 2.04 0.84
H 0.13 -1.24 -2.12
H -1.75 1.24 -0.34
H -1.79 -1.01 1.26
H -0.62 -0.42 2.24
H -2.01 0.35 2.09
H 0.91 1.98 0.72
H -0.27 2.27 1.86
H -0.50 2.89 0.21
H 1.96 -1.97 -0.70
H 0.90 -3.06 -0.43
O 1.03 -2.07 -0.28
*
```

Properties
Energy relative to the best compared isomer or geometry (same formula, charge and spin): 59.52 kcal/mol
F_max: 5.3 eV Å⁻¹
Calculated total energy: -400.48981 hartree
Frontier orbital gap: 10.93 eV
HOMO energy: -14.71 eV


This record from OMol25 describes a 2-piece molecular cluster, C5H12N2O overall. The level of theory is ωB97M-V with the def2-TZVPD basis set.

The geometry in ORCA input format:
```
! RIJCOSX wB97M-V def2-TZVPD def2/J DEFGRID3
* xyz 0 1
C -2.50 0.40 -2.35
C -1.33 0.26 -1.40
N -0.85 -1.00 -1.28
N -0.76 1.21 -0.77
H -1.41 -1.76 -1.62
H -0.18 -1.22 -0.55
H -1.15 2.13 -0.96
H -3.37 -0.09 -1.92
H -2.26 -0.07 -3.30
H -2.73 1.45 -2.52
C 1.85 0.48 0.57
C 1.61 -0.47 2.91
C 1.40 -0.65 1.43
O 0.87 -1.65 0.97
H 0.94 0.93 0.13
H 2.41 1.22 1.12
H 1.13 0.45 3.23
H 1.21 -1.32 3.46
H 2.68 -0.38 3.12
H 2.44 0.10 -0.27
*
```

Properties
Energy relative to the best compared isomer or geometry (same formula, charge and spin): 19.90 kcal/mol
F_max: 0.6 eV Å⁻¹
Calculated total energy: -382.47081 hartree
SMILES: [H]/N=C(\C)N.CC(C)=O
Frontier orbital gap: 10.02 eV
HOMO energy: -8.99 eV